C10H19B2NO12Si | ωB97M-V/def2-TZVPD

Values from the calculation:
Kohn-Sham gap: 7.99 eV
Net charge: 0
Energy: -45976.356 eV
Lowest unoccupied orbital energy: -0.03666 hartree

Geometry (Å):
C 0.553 -0.989 -2.824
Si 0.332 -0.201 -1.161
C 1.748 -0.332 0.004
C -1.263 -0.748 -0.413
N 0.054 1.697 -1.345
C 1.155 2.540 -1.914
C 1.296 2.453 -3.424
C 0.292 3.264 -4.257
O -0.592 2.420 -4.981
O -1.171 1.904 -2.017
B -2.117 2.780 -1.391
O -3.244 2.273 -0.842
O -1.806 4.097 -1.444
H 1.597 -1.063 -3.128
H 0.133 -1.994 -2.739
H 0.002 -0.477 -3.615
H 2.485 0.473 0.018
H 1.308 -0.437 0.995
H 2.260 -1.266 -0.236
H -1.198 -1.835 -0.316
H -1.422 -0.344 0.588
H -2.118 -0.512 -1.051
H -0.062 1.991 -0.370
H 0.987 3.566 -1.584
H 2.061 2.175 -1.428
H 2.311 2.794 -3.638
H 1.248 1.417 -3.761
H -0.265 3.950 -3.616
H 0.825 3.855 -5.000
H -1.395 2.294 -4.473
H -3.219 1.772 -0.024
H -2.547 4.710 -1.423
B 0.137 -3.264 4.694
O 1.117 -3.300 5.766
C 0.652 -4.039 6.773
O 1.208 -4.268 7.801
C -0.762 -4.544 6.350
O -1.491 -5.233 6.993
O -0.999 -4.057 5.132
O -0.269 -1.859 4.371
C 0.005 -1.581 3.132
O -0.192 -0.534 2.559
C 0.646 -2.849 2.486
O 1.015 -2.932 1.343
O 0.702 -3.769 3.409

Löwdin population analysis, charges in e, atoms 1 to 6: atom 1 (C): -0.144, atom 2 (Si): 0.610, atom 3 (C): -0.137, atom 4 (C): -0.137, atom 5 (N): -0.081, atom 6 (C): -0.115

---

C10H19BO2 | ωB97M-V/def2-TZVPD

Values from the calculation:
Kohn-Sham gap: 8.86 eV
Net charge: 0
Energy: -15448.876 eV
Energy relative to the best compared isomer or geometry (same formula, charge and spin): 30.0 kcal/mol
Lowest unoccupied orbital energy: 0.02591 hartree

Geometry (Å):
B 1.531 -1.039 -0.799
C -0.782 0.530 0.116
C 0.325 0.597 0.781
C 2.095 -3.178 -1.493
C 0.989 -2.542 -2.414
C -2.265 -0.248 1.956
C -2.943 1.507 0.450
C 1.822 1.832 -1.008
C 2.879 0.756 1.032
C -2.150 0.260 0.494
C 1.686 0.726 0.141
O 2.232 -2.167 -0.500
O 0.724 -1.233 -1.933
H -0.701 0.805 -0.915
H 0.385 0.253 1.729
H 1.881 -4.151 -0.973
H 3.000 -3.330 -2.023
H 1.454 -2.501 -3.396
H 0.049 -3.139 -2.480
H -1.765 0.530 2.575
H -1.664 -1.096 2.263
H -3.272 -0.339 2.294
H -2.545 2.045 1.343
H -2.666 2.067 -0.442
H -4.034 1.340 0.408
H 2.377 1.353 -1.797
H 2.277 2.730 -0.707
H 0.759 1.988 -1.275
H 3.112 1.769 1.377
H 2.792 0.117 1.937
H 3.785 0.559 0.567
H -2.652 -0.535 -0.120

Löwdin population analysis, charges in e, atoms 1 to 6: atom 1 (B): -0.367, atom 2 (C): -0.142, atom 3 (C): -0.076, atom 4 (C): -0.113, atom 5 (C): -0.133, atom 6 (C): -0.080

---

C10H19N2O2S | ωB97M-V/def2-TZVPD

Values from the calculation:
Kohn-Sham gap (spin up / spin down): 7.86 / 7.76 eV
Net charge: +1
Energy: -28576.792 eV
Energy relative to the best compared isomer or geometry (same formula, charge and spin): 136.1 kcal/mol
Lowest unoccupied orbital energy (spin up / spin down): -0.20786 / -0.22876 hartree

Geometry (Å):
C 0.238 2.633 0.016
C -1.122 2.908 -0.386
C 0.768 1.815 0.991
C -2.193 2.037 0.326
C -1.063 0.431 1.871
C -1.677 0.669 0.499
C 1.032 -3.614 -1.891
C 1.273 0.450 2.798
C 1.502 -2.299 -2.399
C 0.391 -1.240 -2.163
N 0.234 1.149 2.016
N -0.886 0.328 -0.582
O -0.478 -2.180 0.260
O 1.324 -0.630 0.245
S 0.136 -1.077 -0.384
H -1.207 4.049 -0.152
H -1.205 2.738 -1.456
H 1.010 2.917 -0.697
H 1.861 1.781 0.996
H -2.531 2.436 1.355
H -3.135 1.981 -0.251
H -1.732 0.796 2.629
H -0.848 -0.627 2.097
H -2.517 -0.023 0.711
H 0.711 -3.716 -0.836
H 0.025 -3.841 -2.319
H 1.468 -4.603 -2.253
H 0.704 -0.037 3.650
H 1.750 -0.290 2.202
H 1.954 1.235 3.181
H 1.797 -2.343 -3.425
H 2.395 -2.094 -1.915
H 0.529 -0.242 -2.242
H -0.508 -1.498 -2.490

Löwdin population analysis, charges in e, atoms 1 to 6: atom 1 (C): 0.020, atom 2 (C): -0.157, atom 3 (C): -0.076, atom 4 (C): -0.127, atom 5 (C): -0.073, atom 6 (C): -0.444